# 1
Density functional theory data (the ωB97M-V functional and the def2-TZVPD basis) for a cluster of 6 separate species, C26H67ClN5O12 in total at a distorted geometry.

Values from the calculation:
* M: 677.3 Da
* total charge: -1
* electronic energy: -72580.6269 eV
* E_HOMO: -5.63 eV
* largest force on an atom: 1.81 eV/Å
* LUMO energy: 2.617 eV
* gap between HOMO and LUMO: 8.2 eV
* energy above the lowest of the compared OMol25 structures with the same formula, charge and spin: 89.4 kJ/mol

Each line ends with the Mulliken charge.
Atoms and positions in Å:
1 Cl -0.264407 0.129761 -0.702148  1.11
2 O -1.076273 1.311582 -0.465661  -0.64
3 O 0.995717 0.581155 -1.252488  -0.65
4 O -0.032246 -0.581432 0.533821  -0.37
5 O -0.969586 -0.738330 -1.617794  -0.45
6 C -0.318227 -4.143412 -0.938504  -0.54
7 O 0.127690 -4.834707 -2.114137  -0.43
8 C -0.790273 -4.655736 -3.180192  -0.87
9 C -0.374094 -3.498530 -4.054132  0.26
10 N 0.628749 -3.894143 -5.028244  -0.40
11 C 1.244640 -2.734131 -5.651747  -0.62
12 C 2.236663 -1.968613 -4.783494  -0.22
13 O 3.576546 -2.390749 -4.991065  -0.47
14 C 3.990325 -3.528578 -4.261518  -0.62
15 H 0.367735 -4.285211 -0.108556  0.24
16 H -1.338502 -4.449192 -0.721535  0.25
17 H -0.226455 -3.075880 -1.167135  0.26
18 H -1.835122 -4.567598 -2.861569  0.41
19 H -0.781619 -5.584740 -3.760753  0.40
20 H -0.168700 -2.576919 -3.492131  -0.12
21 H -1.282437 -3.203331 -4.611094  0.17
22 H 1.346731 -4.416085 -4.530552  0.31
23 H 0.416319 -2.069265 -5.917829  0.31
24 H 1.793468 -2.960965 -6.570105  0.36
25 H 1.947637 -2.000139 -3.725157  0.35
26 H 2.281351 -0.914201 -5.069567  0.23
27 H 3.377348 -3.652661 -3.360936  0.23
28 H 5.031080 -3.372380 -3.985679  0.25
29 H 3.873787 -4.439528 -4.860593  0.26
30 C -2.014459 -3.132322 1.742392  -0.92
31 O -1.093664 -4.119255 2.161054  -0.35
32 C -0.574279 -3.813762 3.446874  -0.07
33 C -1.596489 -3.703209 4.573867  -1.02
34 N -1.973451 -2.336725 4.875287  -0.07
35 C -2.798891 -2.207641 6.064422  -0.72
36 C -3.480744 -0.853299 6.067835  -0.61
37 O -4.149008 -0.699969 4.816180  -0.33
38 C -4.725014 0.549390 4.684453  -0.79
39 H -2.493036 -3.495982 0.833051  0.30
40 H -1.642680 -2.120200 1.561537  0.35
41 H -2.851218 -3.066263 2.451625  0.40
42 H 0.096535 -2.950684 3.420281  -0.15
43 H 0.018202 -4.697757 3.706090  0.42
44 H -1.202234 -4.214661 5.450874  0.53
45 H -2.485111 -4.270974 4.237806  0.45
46 H -2.449086 -1.863878 4.121260  0.23
47 H -2.177516 -2.264485 6.962290  0.31
48 H -3.579472 -2.986350 6.077174  0.39
49 H -2.740122 -0.045603 6.100733  0.36
50 H -4.165167 -0.827514 6.922556  0.42
51 H -5.348989 0.860166 5.529027  0.31
52 H -5.377140 0.538097 3.809690  0.25
53 H -3.947769 1.302181 4.500555  0.31
54 C -2.384455 -0.203796 -4.577274  0.11
55 O -3.728843 -0.029100 -4.201068  -0.48
56 C -3.933255 0.653646 -2.987718  -0.22
57 C -3.909325 2.163282 -3.124966  -0.75
58 N -2.580602 2.708029 -3.229279  0.32
59 C -2.407097 4.141544 -3.211172  -0.72
60 C -1.061914 4.538057 -3.760051  -0.65
61 O -0.009090 3.945147 -3.043114  -0.17
62 C 0.628267 2.874891 -3.680365  -0.63
63 H -2.369739 -0.556911 -5.606719  0.32
64 H -1.879616 -0.956913 -3.956093  -0.23
65 H -1.814713 0.720679 -4.464267  0.17
66 H -3.225674 0.274450 -2.232538  0.02
67 H -4.883584 0.378882 -2.516471  0.37
68 H -4.407445 2.591027 -2.223933  0.42
69 H -4.566016 2.453427 -3.952247  0.35
70 H -1.881053 2.218855 -2.691027  -0.31
71 H -2.426575 4.466136 -2.152570  0.31
72 H -3.201354 4.678859 -3.731898  0.41
73 H -0.961622 5.634884 -3.746581  0.36
74 H -0.958982 4.338468 -4.837294  0.34
75 H 0.759611 3.027524 -4.758295  0.42
76 H 0.109001 1.919673 -3.531825  0.05
77 H 1.615210 2.697870 -3.247991  0.20
78 C 0.929402 4.397861 -0.053070  -1.25
79 C 1.644003 3.844411 1.187581  1.21
80 C 1.832065 4.927386 2.241704  -1.04
81 O 2.491712 4.413923 3.365335  -0.17
82 C 3.115979 5.408267 4.103619  -0.89
83 N 0.903753 2.688722 1.723737  -0.29
84 H 1.641291 4.779672 -0.797196  0.38
85 H 0.148439 5.112658 0.207402  0.29
86 H 0.528130 3.560385 -0.625641  0.17
87 H 2.638773 3.495969 0.892829  -0.05
88 H 0.809166 5.262161 2.495526  0.30
89 H 2.375237 5.787060 1.827191  0.35
90 H 3.595126 4.997068 4.987634  0.24
91 H 2.416242 6.202610 4.412425  0.32
92 H 3.864683 5.928998 3.480901  0.36
93 H -0.075738 2.933338 1.870877  0.25
94 H 0.814501 2.100587 0.893744  -0.24
95 C 2.967286 -1.909071 2.589461  -1.23
96 C 2.979674 -0.468400 3.135339  0.28
97 C 3.770465 0.403659 2.179071  -0.72
98 O 3.895148 1.707019 2.671183  -0.21
99 C 4.925728 2.416671 2.068189  -0.84
100 N 1.592918 0.071066 3.222684  -0.38
101 H 2.464441 -2.560367 3.298570  0.31
102 H 4.000810 -2.257610 2.451432  0.49
103 H 2.541564 -1.917106 1.583958  0.15
104 H 3.434215 -0.519953 4.127471  0.37
105 H 3.366485 0.308291 1.158054  0.19
106 H 4.768133 -0.075899 2.082796  0.52
107 H 4.831343 3.490619 2.238560  0.14
108 H 5.010701 2.295709 0.978379  0.37
109 H 5.900995 2.110178 2.489109  0.36
110 H 1.247071 -0.109715 2.280899  0.03
111 H 1.082082 -0.570122 3.828581  0.24

Forces on the atoms, in the same order (eV/Å):
-0.20 0.76 0.01
-0.09 -0.31 0.10
-0.02 -0.47 -0.08
0.03 0.02 0.00
0.28 -0.07 -0.20
0.83 0.78 -0.99
-0.35 -0.56 0.53
0.50 -0.32 -0.04
-1.61 0.34 -0.76
0.67 -0.25 0.22
-0.12 0.57 0.09
0.18 0.53 -0.20
0.16 -0.11 0.30
-0.54 0.09 -0.07
-0.09 -0.62 -0.01
-0.01 0.09 0.31
-0.67 0.10 0.27
0.16 0.33 0.42
0.22 0.12 -0.17
0.42 -0.32 0.37
0.21 -0.12 -0.16
-0.06 -0.06 -0.08
0.10 0.06 -0.12
-0.23 -0.35 -0.04
0.17 -0.11 0.01
-0.30 -0.03 -0.02
0.18 0.04 0.09
0.06 -0.20 0.01
0.17 -0.03 0.01
-1.24 -0.27 -0.22
-0.06 0.80 0.35
0.57 -1.05 0.25
-0.77 0.31 -1.00
0.46 0.29 0.93
-0.02 0.21 -0.59
0.40 -0.17 -0.72
-0.26 -1.04 0.84
-0.27 0.98 -0.73
0.26 0.07 -0.14
0.56 -0.20 0.08
0.09 0.08 0.09
-0.16 0.17 -0.05
0.23 0.14 -0.25
0.01 0.29 0.22
0.14 -0.25 0.22
0.07 -0.23 -0.28
-0.09 -0.25 0.06
0.02 -0.01 0.27
0.05 -0.05 0.47
-0.14 0.36 -0.11
0.14 -0.15 0.23
0.08 -0.09 -0.04
-0.09 0.14 0.17
0.56 -0.23 0.46
-0.86 -0.12 -0.29
0.44 -0.22 0.87
-0.14 0.46 1.25
0.11 -0.15 -1.70
0.14 -0.40 1.17
0.09 0.64 -0.90
0.17 0.42 0.06
0.33 -1.06 -0.17
-0.06 0.14 -0.10
-0.20 0.08 0.01
-0.04 0.04 -0.29
0.31 0.46 -0.19
-0.28 -0.15 -0.75
-0.05 -0.26 -0.06
0.33 0.01 -0.26
-0.21 0.07 0.42
-0.11 0.38 -0.17
-0.09 -0.24 -0.17
0.07 -0.09 0.57
-0.21 -0.52 0.12
-0.11 0.19 0.03
-0.17 0.15 -0.09
-0.05 0.39 0.17
0.98 -0.43 -0.53
-0.41 0.05 -0.06
-0.74 -0.44 -0.42
0.09 -0.25 0.17
0.07 0.94 -0.22
0.19 0.20 -0.62
-0.11 0.70 0.35
-0.05 0.04 -0.20
-0.48 0.04 0.33
-0.07 -0.17 0.08
0.18 0.22 0.26
0.05 -0.03 -0.09
-0.02 -0.22 -0.03
-0.08 -0.17 0.15
0.15 -0.11 0.17
0.12 0.31 0.18
0.09 -0.37 0.42
1.02 0.56 -0.20
-1.09 -0.24 -0.44
0.97 -0.99 0.36
-0.36 0.16 -0.31
1.01 0.24 -0.15
1.02 -0.93 0.21
-0.21 -0.19 -0.23
-0.08 -0.15 0.22
-0.46 -0.19 0.19
0.07 0.48 0.01
-0.39 0.55 0.13
0.01 0.27 0.15
-0.35 -0.10 0.27
-0.32 -0.23 0.02
-0.06 -0.01 -0.09
-0.57 0.42 0.14
-0.17 0.12 -0.07



# 2
Density functional theory data (the ωB97M-V functional and the def2-TZVPD basis) for a cluster of 13 separate species, C26H68BO20 in total at a distorted geometry.

Values from the calculation:
* M: 711.6 Da
* total charge: -2
* electronic energy: -69691.7029 eV
* E_HOMO (spin up / spin down): 1.28 / -2.76 eV
* largest force on an atom: 5.36 eV/Å
* LUMO energy (spin up / spin down): 3.940 / 3.939 eV
* gap between HOMO and LUMO (spin up / spin down): 2.7 / 6.7 eV
* spin multiplicity: 2

Each line ends with the Mulliken charge.
Atoms and positions in Å:
1 O 1.724892 -0.994064 -2.081755  -0.63
2 C 0.969375 -0.356474 -1.391217  0.72
3 O 0.017567 -0.880158 -0.569751  -0.26
4 B -0.716131 0.238699 0.052495  1.14
5 O 0.076568 1.465412 -0.231818  0.27
6 C 0.945572 1.231484 -1.275230  0.34
7 O 1.745373 1.936425 -1.918039  -0.76
8 O -0.793286 -0.004754 1.497642  0.57
9 C -2.047003 -0.261957 1.808933  0.33
10 O -2.441455 -0.586501 2.905281  -0.87
11 C -2.895785 -0.081223 0.575299  -0.98
12 O -2.115429 0.274655 -0.406440  -0.61
13 O -4.116884 -0.218568 0.449336  -1.05
14 C -0.391354 -4.253242 1.834325  -0.52
15 O -1.081762 -3.453333 2.737267  -0.56
16 H -1.009680 -5.146725 1.920702  0.38
17 H -0.485605 -3.983053 0.782560  0.12
18 H 0.589332 -4.456560 2.264469  0.22
19 H -0.952632 -2.533617 2.494265  0.16
20 C -3.909409 1.403714 5.286495  -0.23
21 O -3.953153 1.333991 6.714461  -0.52
22 H -3.519550 0.548364 4.734676  0.00
23 H -4.963782 1.449838 5.013956  0.43
24 H -3.490684 2.336718 4.909317  0.02
25 H -4.784984 1.743855 6.962798  0.32
26 C -2.382874 3.227248 -2.455842  -0.58
27 O -1.023504 3.440021 -2.835485  -0.30
28 H -2.902904 4.185191 -2.458808  0.44
29 H -2.903010 2.496822 -3.075552  0.12
30 H -2.316901 2.973651 -1.397807  0.11
31 H -1.021081 4.354390 -3.127939  0.24
32 C 3.126686 3.527021 -4.299008  -0.16
33 O 1.735060 3.509652 -4.226337  -0.56
34 H 3.519358 4.467304 -3.912004  0.24
35 H 3.448437 2.731239 -3.627221  -0.23
36 H 3.442131 3.273206 -5.311028  0.28
37 H 1.469763 2.884958 -3.547390  0.50
38 C 0.398563 4.957618 -0.553896  -0.14
39 O 0.949799 5.917580 0.340338  -0.57
40 H -0.374294 4.372720 -0.055222  0.10
41 H 0.089750 5.429369 -1.486743  0.28
42 H 1.097422 4.264124 -1.021634  0.01
43 H 0.197602 6.377034 0.720744  0.31
44 C -0.310607 -0.319575 5.320211  -0.35
45 O -1.209853 0.617503 5.990171  -0.58
46 H 0.734325 -0.164090 5.588591  0.29
47 H -0.592418 -1.326669 5.627537  0.44
48 H -0.393823 -0.250849 4.235568  -0.13
49 H -1.064204 1.343859 5.379610  0.37
50 C -7.431156 -0.490434 1.367513  -0.57
51 O -6.583053 0.637603 1.503786  -0.54
52 H -7.329428 -0.965738 0.391890  0.20
53 H -7.152339 -1.161257 2.180131  0.23
54 H -8.429087 -0.111304 1.587693  0.23
55 H -5.691430 0.394580 1.243879  0.57
56 C -2.018576 -0.753288 -4.098311  -1.28
57 C -3.005602 -1.779000 -4.597169  1.04
58 C -4.310790 -1.757136 -3.852597  -1.54
59 O -3.212987 -1.355568 -5.952949  -0.61
60 H -2.277515 0.254962 -4.421552  0.55
61 H -1.064953 -0.978782 -4.575664  0.40
62 H -1.649399 -0.722961 -3.073193  0.11
63 H -2.482975 -2.731420 -4.508519  -0.05
64 H -4.274795 -1.877341 -2.769853  0.37
65 H -5.094297 -2.338540 -4.338600  0.34
66 H -4.730137 -0.755200 -3.944094  0.36
67 H -2.413748 -1.257651 -6.475663  0.33
68 C -0.224489 -3.897180 -3.558539  -1.18
69 C 1.340952 -3.983425 -3.381136  1.08
70 C 1.863216 -4.310401 -1.969938  -1.10
71 O 1.794832 -5.087459 -4.165122  -0.63
72 H -0.705472 -3.198622 -2.873864  0.16
73 H -0.469897 -4.943430 -3.376242  0.31
74 H -0.472681 -3.451192 -4.521661  0.38
75 H 1.833843 -3.091567 -3.768116  -0.03
76 H 1.680617 -3.503596 -1.260131  -0.08
77 H 2.933815 -4.515131 -1.974804  0.34
78 H 1.315086 -5.201207 -1.663183  0.47
79 H 1.314945 -5.034695 -4.994896  0.33
80 C 1.044913 2.531113 2.922730  -0.40
81 C 0.520884 3.069974 4.286698  0.40
82 C 0.420340 4.600220 4.378852  -1.64
83 O -0.760406 2.626454 4.397374  -0.43
84 H 2.040424 2.891440 2.663452  0.53
85 H 0.520168 3.062256 2.128605  -0.03
86 H 0.984663 1.473477 2.666076  -0.24
87 H 1.043993 2.668959 5.154827  0.28
88 H -0.133300 4.839372 5.286806  0.44
89 H -0.153940 5.009006 3.547466  0.31
90 H 1.427746 4.972553 4.192846  0.40
91 H -1.363241 3.207919 3.928228  0.26
92 C 4.967065 -1.705626 -3.796133  -1.05
93 C 5.441857 -1.139196 -2.480409  0.51
94 C 5.045754 0.353763 -2.257519  -1.08
95 O 4.745793 -1.967187 -1.586392  -0.58
96 H 5.871529 -1.923651 -4.364035  0.39
97 H 4.443568 -0.894717 -4.302563  0.26
98 H 4.355885 -2.607295 -3.756850  0.13
99 H 6.513976 -1.335813 -2.479202  0.38
100 H 5.347393 0.711001 -1.272897  0.32
101 H 3.960587 0.448046 -2.297895  0.03
102 H 5.517918 0.985418 -3.009967  0.43
103 H 3.800668 -1.889023 -1.735488  0.13
104 C 2.397013 -1.487243 1.767154  -0.62
105 C 2.540318 -1.605886 3.273065  1.07
106 C 3.644875 -2.567272 3.607307  -1.77
107 O 2.821457 -0.349981 3.870641  -0.57
108 H 2.015159 -2.468038 1.483730  0.09
109 H 3.382137 -1.325881 1.329436  0.71
110 H 1.720766 -0.655647 1.569075  -0.64
111 H 1.669819 -2.021424 3.780673  0.12
112 H 3.468145 -3.487985 3.051288  0.36
113 H 3.763906 -2.955843 4.618714  0.39
114 H 4.643077 -2.293256 3.265839  0.38
115 H 3.163058 0.154121 3.128497  0.38

Forces on the atoms, in the same order (eV/Å):
0.10 0.21 0.11
-1.59 -0.56 0.87
2.35 0.97 -2.28
-1.81 -0.53 1.67
2.17 0.86 -3.14
0.53 -0.46 1.07
-2.60 -1.21 2.10
3.16 0.73 -1.04
-4.18 0.36 -3.34
-0.23 -0.73 2.62
0.63 -0.97 4.56
3.02 1.27 -3.05
-1.62 -0.05 -0.32
-1.22 -1.33 0.73
-0.21 1.26 0.20
0.56 -0.82 -0.35
0.63 0.52 0.01
0.52 -0.09 -0.81
-0.33 0.57 0.28
-1.80 0.22 -0.47
0.60 -0.15 0.23
0.52 -0.02 0.66
-0.19 0.01 -0.66
0.50 0.02 0.18
0.14 -0.06 0.03
0.39 0.51 1.16
-0.20 0.26 -0.68
-0.36 0.02 -0.32
0.15 -0.08 0.19
-0.59 -0.76 -0.11
0.63 -0.17 -0.26
-0.13 -0.97 0.85
-0.99 0.65 -0.69
0.24 0.19 -0.35
0.72 0.00 -0.06
0.28 0.35 -0.10
-0.16 -0.06 0.30
-0.08 -0.18 -0.82
0.39 -0.15 -0.02
-0.15 -0.02 -0.35
-0.88 0.44 0.19
0.69 -0.10 1.03
0.08 0.03 0.05
-0.64 -0.14 0.73
1.55 -1.37 -0.56
0.17 0.18 0.22
-0.04 -0.05 -0.09
-0.23 0.00 0.00
-0.76 0.81 0.24
0.91 0.90 0.98
-1.01 0.51 -0.13
-0.23 -0.10 -0.03
-0.23 -0.68 -0.17
-0.26 -0.27 -0.38
1.06 -0.39 -0.34
1.65 0.45 0.41
1.16 1.08 0.54
-1.04 1.01 -0.51
-1.48 -0.87 -0.60
-0.28 -0.02 0.21
0.23 0.05 -0.61
-0.97 -0.21 0.50
-0.46 -0.42 -0.39
0.40 -0.57 -0.14
0.21 -0.64 0.21
0.18 0.39 -0.09
0.32 -0.15 0.57
1.96 0.41 0.92
-0.12 0.40 0.34
-0.89 0.35 -0.42
0.01 -0.33 -0.47
0.14 -0.31 0.51
-0.95 0.19 -0.33
0.08 -0.73 -0.41
-0.13 0.29 0.15
-0.16 0.02 -0.09
-0.04 -0.06 -0.21
0.15 -0.12 0.32
0.07 -0.12 -0.21
0.74 1.50 -0.39
0.83 0.37 -1.55
0.93 -0.75 -0.83
-2.59 -0.88 0.53
0.60 -0.18 0.52
-0.72 -0.10 -0.01
-0.31 0.00 0.78
0.33 -0.02 -0.09
0.69 0.34 0.23
-0.24 -0.27 -0.27
0.00 0.67 0.83
-0.09 -0.22 -0.20
0.77 1.31 -1.97
-1.87 0.00 -0.32
0.63 -0.90 -0.05
0.91 -0.49 2.55
-0.18 -0.20 -0.60
-0.31 -0.31 -0.50
0.08 0.21 0.31
0.03 0.17 1.03
0.18 -0.13 0.05
-0.04 -0.02 -0.25
-0.09 0.11 -0.09
-0.30 0.30 -0.15
-0.25 -0.27 1.07
0.69 -0.29 0.94
0.96 -1.76 -0.45
0.01 0.39 -0.18
-0.22 0.32 -0.76
0.04 0.03 -0.20
-0.20 -0.33 -0.40
-0.55 0.33 -0.35
-0.22 -0.25 -0.26
-0.38 0.68 0.39
0.02 0.61 -0.04
0.10 0.56 0.22



> Among the records above, which one has the highest total charge?

C26H67ClN5O12



> What is the formula in the second record?

C26H68BO20



> Which of these has the highest M?

C26H68BO20